(1)
C38H55F20O17PSi2 as an isolated structure, computed with wB97M-V/def2-TZVPD.

```
133
Properties=species:S:1:pos:R:3:forces:R:3
C 4.195682 -1.282744 5.535699 -0.3 1.0 -1.0
C 3.858015 0.226804 5.923483 1.0 -1.4 1.0
O 2.459863 0.498993 6.006392 0.5 -0.2 -0.7
C 1.777140 0.256984 4.777915 -0.6 0.7 -0.9
C 2.296801 1.152451 3.581845 -1.3 -0.6 0.6
O 3.294810 0.492921 2.804026 0.1 1.1 0.3
C 4.303752 1.380249 2.329736 1.3 -0.4 -0.1
C 4.642582 1.137324 0.806833 -1.1 1.3 1.1
O 4.695807 -0.245634 0.498857 0.0 0.6 -0.5
C 4.286373 -0.500341 -0.878033 0.0 -0.1 0.6
Si 2.435707 -1.023440 -0.763219 1.0 1.4 -0.1
O 1.660435 -1.030155 -2.277983 0.7 -0.8 1.4
O 1.729083 0.011409 0.354532 -0.8 -0.5 -2.4
Si 0.287054 0.761216 -0.179019 -0.4 0.0 0.4
C -1.131182 -0.470410 -0.550354 -0.6 -0.2 0.4
C -2.457150 0.283951 -0.135009 1.6 0.3 -1.2
O -3.636621 -0.359365 -0.641809 -0.3 1.0 1.2
C -4.707548 0.588823 -0.465614 0.3 0.3 -1.0
C -6.072147 -0.102105 -0.111735 1.3 -0.6 -1.1
F -5.898057 -1.461071 -0.194415 -0.3 1.2 0.2
F -6.972723 0.221113 -1.117964 0.4 -0.1 1.4
C -6.638221 0.222196 1.329824 -1.4 -1.3 0.4
F -5.721556 0.756114 2.194560 -0.6 -0.1 -1.1
F -7.016512 -0.991377 1.880092 0.4 1.3 -0.4
C -7.963117 1.085689 1.327630 -0.9 0.1 0.4
F -9.000273 0.346418 0.811911 1.3 0.7 0.1
F -7.809403 2.247531 0.599096 0.0 -1.2 0.6
C -8.414874 1.537874 2.764449 -0.7 0.8 0.4
F -8.573595 0.495377 3.637036 0.5 0.8 -0.9
F -9.666676 2.140494 2.657162 1.4 -0.9 -0.4
C 0.502605 1.970815 -1.628699 0.6 -0.6 -0.7
C 1.918217 2.643912 -1.735486 -0.7 1.1 -0.2
C 2.222511 3.722554 -0.660645 1.3 1.2 0.6
C 1.322968 4.175831 0.365516 0.8 0.1 0.0
C 1.679035 5.179416 1.340059 1.3 -0.2 -1.0
C 2.993940 5.789427 1.309215 -1.2 -1.7 -1.2
C 3.886292 5.357401 0.260830 -0.3 -0.5 -0.3
C 3.542452 4.354899 -0.723073 -1.7 0.5 1.7
P 2.474657 -3.058516 0.186261 -0.3 -1.0 2.1
O 1.364333 -3.133195 1.180661 0.4 -0.1 -1.0
O 3.898514 -3.197850 1.041188 -1.2 0.1 -1.4
O 2.468106 -4.270709 -0.943743 0.6 1.0 1.6
H 4.568579 -1.245528 4.476757 -0.1 -0.4 1.0
H 3.276941 -1.914263 5.506285 0.7 0.4 0.3
H 4.949131 -1.730703 6.220124 -0.5 0.3 -0.6
H 4.290645 0.373725 6.949472 -0.7 0.2 -0.8
H 4.422237 0.911245 5.243833 -0.7 -0.3 0.3
H 0.709298 0.562308 4.949258 1.0 -0.2 0.0
H 1.734751 -0.823090 4.480578 0.3 0.8 0.2
H 2.631643 2.115082 4.040887 0.0 -0.6 -0.5
H 1.397641 1.347887 2.928815 0.8 0.0 0.5
H 5.236156 1.197579 2.942398 -0.7 0.1 -0.6
H 4.058345 2.465004 2.492983 0.0 -0.9 -0.4
H 3.829076 1.674773 0.244240 0.7 -0.7 0.3
H 5.591218 1.700247 0.610685 -0.4 -0.7 -0.1
H 4.429394 0.439818 -1.462347 0.1 -0.9 0.0
H 4.935538 -1.346428 -1.221954 -0.5 0.8 -0.1
H 1.746516 -1.953285 -2.588961 -0.3 0.6 -0.2
H -0.199632 1.566382 0.968092 0.1 -0.2 0.1
H -1.156975 -0.778209 -1.630191 -0.1 0.4 0.9
H -1.014943 -1.403283 0.054797 0.0 0.6 -0.4
H -2.480124 0.471329 0.969144 -0.2 -0.4 -0.8
H -2.388532 1.291068 -0.649305 -0.1 -0.7 0.6
H -4.381814 1.372989 0.254960 -0.7 -0.6 -0.2
H -4.848259 1.112433 -1.452892 -0.2 -0.4 0.9
H -7.736634 2.331634 3.162224 -0.3 -0.9 -0.1
H -0.325892 2.725248 -1.627036 0.8 -0.5 0.1
H 0.363345 1.369152 -2.571771 0.1 0.5 0.8
H 1.942367 3.176869 -2.727590 0.1 -0.5 0.8
H 2.769102 1.920525 -1.768260 -0.8 0.3 0.1
H 0.317871 3.709031 0.441911 0.8 0.5 -0.1
H 0.929923 5.465060 2.109016 0.7 -0.2 -0.6
H 3.273120 6.536337 2.080296 -0.1 -0.6 -0.8
H 4.913069 5.787235 0.192373 -1.0 -0.3 0.2
H 4.258926 4.058375 -1.521688 -0.6 0.3 0.8
H 3.769432 -2.712562 1.882543 0.1 -0.2 -0.4
H 2.505521 -5.098169 -0.419779 -0.1 0.2 -0.5
C 0.945449 -7.079234 4.233145 0.0 0.3 -0.2
C 2.163962 -7.304728 5.105080 -0.6 -0.3 0.2
O 3.341117 -6.745653 4.496958 0.5 0.4 -0.1
C 3.497489 -5.425599 4.633453 -0.9 -0.7 0.5
O 2.738883 -4.702942 5.211675 0.5 0.3 -0.2
C 4.806048 -4.977089 3.980818 1.3 0.4 -0.8
F 4.974105 -5.506118 2.757523 -0.3 -0.1 0.3
F 5.876496 -5.345759 4.708537 -0.5 -0.1 0.2
F 4.869975 -3.645066 3.841172 -0.4 -0.4 0.2
H 1.116795 -7.469927 3.228122 0.0 -0.1 0.1
H 0.070986 -7.571142 4.660757 0.1 0.0 0.0
H 0.725809 -6.015771 4.128675 0.0 0.0 0.1
H 2.348474 -8.373628 5.210248 0.3 0.1 -0.1
H 2.022514 -6.900762 6.108992 0.1 0.2 -0.1
C -1.934154 -3.579757 -6.840236 0.0 0.3 -0.2
C -0.687249 -3.799258 -6.008538 -0.6 -0.3 0.2
O 0.469422 -3.239664 -6.657266 0.6 0.3 -0.1
C 0.629483 -1.918975 -6.531788 -1.1 -0.8 0.6
O -0.118224 -1.202307 -5.930725 0.6 0.3 -0.3
C 1.916213 -1.469399 -7.225389 1.1 0.7 -0.8
F 2.045845 -2.003967 -8.456148 -0.6 0.0 0.4
F 3.008295 -1.834302 -6.524040 -0.5 -0.1 0.2
F 1.980169 -0.143482 -7.373829 -0.4 -0.3 0.3
H -1.795203 -3.973753 -7.848894 0.0 -0.1 0.1
H -2.792654 -4.071933 -6.382167 0.1 0.0 0.0
H -2.159572 -2.517226 -6.940872 0.0 0.0 0.1
H -0.497099 -4.867281 -5.905843 0.3 0.1 -0.1
H -0.796618 -3.391917 -5.001820 0.1 0.2 -0.1
C -11.344739 3.643830 4.377274 -0.3 0.4 -0.1
C -11.054933 4.476618 5.609532 -0.1 -0.7 0.0
O -10.933982 5.870049 5.272572 -0.1 0.6 0.0
C -12.081580 6.534237 5.105943 0.2 -1.2 0.4
O -13.172384 6.054206 5.214322 0.0 0.5 -0.1
C -11.799838 8.006397 4.798625 0.2 1.4 -0.4
F -10.843129 8.156296 3.864946 -0.2 -0.3 0.2
F -11.381399 8.665838 5.895039 -0.1 -0.4 0.0
F -12.884486 8.646765 4.348225 0.1 -0.5 0.2
H -10.591380 3.819480 3.613401 0.0 0.0 0.2
H -11.358869 2.582278 4.624576 0.1 0.1 0.0
H -12.309051 3.908581 3.940506 0.0 -0.1 0.1
H -10.098193 4.178150 6.038089 0.1 0.3 0.0
H -11.813002 4.333493 6.381591 -0.1 0.2 -0.1
C 4.968995 -2.157977 -8.974490 0.2 0.2 -0.3
C 6.222051 -2.387152 -8.155251 -0.6 -0.3 0.1
O 7.377895 -1.842252 -8.816412 0.5 0.4 -0.1
C 7.552758 -0.523221 -8.696421 -0.9 -0.8 0.5
O 6.826197 0.211565 -8.092046 0.4 0.3 -0.2
C 8.838095 -0.093790 -9.406748 1.2 0.5 -0.8
F 8.945447 -0.634790 -10.633258 -0.3 0.0 0.3
F 9.930352 -0.471631 -8.716701 -0.4 -0.1 0.1
F 8.913096 1.233121 -9.560464 -0.4 -0.3 0.3
H 5.093648 -2.556959 -9.983508 0.0 -0.1 0.1
H 4.116223 -2.637909 -8.508349 0.2 -0.1 0.0
H 4.752799 -1.093347 -9.077225 0.0 0.0 0.1
H 6.401738 -3.456924 -8.050458 0.3 0.1 -0.1
H 6.126855 -1.975402 -7.148818 0.1 0.2 -0.1
```
Forces are in eV/Å.

Computed properties:
M (Da): 1250.9
Relative energy (zero: lowest compared OMol25 entry of this formula, charge and spin) (kcal/mol): 53.8
Gap between HOMO and LUMO (eV): 9.122
Charge: 0

Results of the Mulliken charge analysis, in e, for atoms 1 through 99: C -0.5281; C -0.2040; O -0.5120; C -0.6113; C 0.0070; O 0.0623; C -0.8564; C 0.4673; O -0.4254; C -0.7958; Si 0.2675; O -0.4637; O 0.3508; Si 0.2695; C -0.3269; C -0.5295; O -0.4466; C -0.8352; C 1.0016; F -0.2992; F -0.3145; C 0.4312; F -0.3073; F -0.3043; C 0.6820; F -0.2900; F -0.2934; C 0.0717; F -0.2560; F -0.3051; C -1.0983; C -0.3819; C 0.5326; C -0.0255; C -0.6923; C -0.5444; C -0.4593; C -0.4968; P 0.8631; O -0.6797; O -0.4293; O -0.4814; H 0.0358; H 0.1306; H 0.3929; H 0.4218; H 0.0491; H 0.4397; H 0.1697; H 0.4277; H -0.3039; H 0.2347; H 0.3109; H -0.4249; H 0.4182; H 0.4697; H 0.4038; H 0.1831; H -0.3695; H 0.2188; H 0.4384; H 0.3533; H 0.2870; H 0.4331; H 0.3006; H 0.3113; H 0.6619; H 0.4972; H 0.5642; H -0.1793; H 0.2272; H 0.3602; H 0.3734; H 0.3133; H 0.3584; H 0.2284; H 0.3720; C -1.0956; C -0.1981; O -0.3380; C 0.3675; O -0.5096; C 0.8941; F -0.2511; F -0.2899; F -0.1595; H 0.2894; H 0.3763; H 0.3156; H 0.3139; H 0.3087; C -1.1583; C -0.0756; O -0.3409; C 0.2553; O -0.5295; C 1.1048; F -0.2870; F -0.2553

(2)
A 10-piece molecular cluster, C38H55N5O11 overall, computed with wB97M-V/def2-TZVPD.

```
109
Properties=species:S:1:pos:R:3:forces:R:3
C 2.571554 -7.011848 -1.065102 0.0 0.9 1.3
C 2.813791 -5.542606 -1.482541 -0.6 -1.0 -0.2
C 1.609956 -5.001433 -2.307775 -0.4 -0.3 1.5
O 1.159995 -3.890198 -1.510577 0.4 -0.2 0.3
C 1.941478 -3.730362 -0.403547 -0.5 1.9 -1.0
O 1.831183 -2.726404 0.254516 0.2 -1.2 0.4
O 2.866957 -4.664954 -0.277265 0.0 -1.2 -1.2
H 2.145408 -7.667441 -1.826628 0.1 0.4 -0.1
H 1.893190 -6.967576 -0.185863 0.2 -0.3 -0.6
H 3.502334 -7.441139 -0.710408 0.1 -0.2 0.0
H 3.764265 -5.490182 -2.012460 -0.1 0.6 0.1
H 0.777024 -5.739154 -2.298087 0.6 0.4 -0.3
H 1.844623 -4.633729 -3.294282 0.2 -0.1 -0.2
C -4.145785 -3.361654 0.924460 -0.2 0.7 2.7
C -4.746891 -2.184546 0.258486 -0.2 0.3 0.6
C -3.675378 -1.282740 -0.265458 0.4 1.9 0.2
O -4.277175 -0.661335 -1.415081 0.3 0.1 0.4
C -5.262018 -1.470633 -1.811556 1.3 -1.0 2.0
O -5.895293 -1.343653 -2.766120 -2.0 0.6 -3.1
O -5.387349 -2.518622 -0.956778 -0.7 -0.3 -0.3
H -3.377526 -3.844741 0.366412 0.4 -0.5 -0.5
H -4.926819 -4.007147 1.295778 -0.1 -0.7 -0.3
H -3.725569 -2.951415 1.898260 0.0 -0.5 -1.2
H -5.500849 -1.714994 0.952933 0.8 -0.1 -0.7
H -2.812623 -1.838384 -0.616029 0.2 -0.2 0.1
H -3.366128 -0.453198 0.387336 -0.1 -0.5 0.0
C 1.536380 0.172945 1.271096 1.1 0.1 -0.1
C 1.308919 0.083592 -0.222908 0.5 -0.7 1.3
C 0.011530 -0.585252 -0.642770 -0.9 1.5 0.8
O -0.480391 0.315151 -1.684095 0.6 -0.1 0.6
C 0.295597 1.436842 -1.681486 -0.7 0.6 -1.7
O 0.175115 2.307838 -2.513530 0.2 -0.8 1.3
O 1.193334 1.406551 -0.697567 -0.1 0.8 -0.8
H 2.468556 0.759088 1.482680 -0.9 -0.4 -0.2
H 1.702991 -0.812485 1.678052 -0.1 -0.3 0.2
H 0.691510 0.646435 1.749130 -0.3 0.2 0.2
H 2.164830 -0.392420 -0.689222 0.2 0.0 -0.2
H -0.697558 -0.593755 0.227837 0.3 0.0 -0.9
H 0.121886 -1.557126 -1.043114 0.1 -0.8 -0.4
C 4.687801 2.290183 -1.898206 -0.8 0.8 -0.1
C 4.627116 1.728308 -0.587193 1.1 0.1 -0.5
C 5.827880 1.076283 -0.436925 0.4 -0.1 -0.1
N 6.558566 1.148643 -1.594500 -0.4 1.0 -0.3
C 5.887836 1.956758 -2.488701 -0.7 -0.5 1.1
H 3.896232 2.978218 -2.220178 0.6 -0.5 -0.4
H 3.861980 1.929513 0.151901 0.2 -0.3 -0.2
H 6.368790 0.687519 0.383778 -0.2 -0.6 0.9
H 7.541953 0.946735 -1.700658 -0.3 -0.2 0.3
H 6.359074 2.178052 -3.407921 0.0 0.3 -0.8
C -0.751161 4.423840 4.059496 0.0 -0.7 0.2
C -0.109108 3.154044 3.893156 1.3 1.3 -0.6
C 1.152656 3.480795 3.356527 -1.8 -2.0 0.3
N 1.230097 4.806454 3.190495 -0.2 0.1 0.4
C 0.087972 5.424445 3.662854 0.6 -0.2 -0.6
H -1.742984 4.548285 4.418657 -0.5 0.2 0.3
H -0.507331 2.174036 4.134509 0.2 0.2 -0.1
H 1.902067 2.803002 2.980127 0.2 0.2 0.1
H 2.050678 5.170083 2.772108 0.3 0.9 -0.2
H 0.003470 6.499091 3.650030 -0.1 -0.1 0.0
C -3.356725 -1.175943 3.916899 0.2 1.0 -0.6
C -4.660336 -0.667748 3.677456 0.5 0.0 0.1
C -4.515288 0.521182 3.025355 -1.2 0.2 0.1
N -3.210977 0.800708 2.858403 1.3 -0.4 0.2
C -2.445636 -0.234947 3.411293 -0.7 -0.7 0.0
H -3.213686 -2.139204 4.368572 0.6 0.0 0.2
H -5.588153 -1.083416 4.012055 -0.2 -0.2 0.0
H -5.315458 1.189831 2.739680 0.3 0.1 -0.2
H -2.893169 1.616900 2.332982 0.1 -0.4 0.3
H -1.348794 -0.305502 3.393591 -0.7 0.4 -0.2
C 1.723057 -2.031320 4.591932 1.2 -0.5 0.3
C 3.123956 -1.563309 4.482139 -1.5 -0.4 0.1
C 3.148191 -0.383347 5.213835 1.6 -1.4 -1.5
N 1.956675 -0.165697 5.758807 -0.8 0.4 0.2
C 1.074379 -1.136496 5.404410 -0.3 -0.4 -0.4
H 1.280064 -2.999821 4.282018 0.5 1.0 0.0
H 3.943276 -2.083511 3.949638 -0.7 0.7 0.5
H 3.941004 0.322618 5.298244 0.4 0.3 0.3
H 1.754431 0.677612 6.236737 -0.4 0.5 0.4
H 0.050632 -1.114922 5.738382 0.0 0.0 0.1
C -3.097745 2.180353 -0.274539 0.1 -1.1 -0.9
C -2.694923 3.224991 0.532457 0.7 1.2 1.2
C -3.800314 4.002500 0.765020 0.3 1.4 0.6
N -4.850695 3.518750 0.042828 -1.1 -1.1 0.4
C -4.415657 2.345881 -0.548531 -0.8 -0.7 -0.9
H -2.461913 1.393056 -0.649663 -0.1 0.0 -0.1
H -1.683053 3.392593 0.882023 -0.2 0.2 0.1
H -3.903020 4.940365 1.316269 0.1 -0.5 -0.2
H -5.846214 3.695334 0.293980 1.4 -0.1 -0.6
H -4.988225 1.672537 -1.193553 -0.2 0.7 0.5
C -2.598497 1.810975 -4.413912 0.8 0.9 1.2
C -3.113246 3.074936 -5.053573 0.2 0.4 -1.1
C -2.500859 4.412024 -4.598835 0.4 -1.7 0.9
O -3.850421 3.056419 -6.013991 -0.3 -0.1 0.2
H -2.442430 1.943936 -3.319464 -0.5 -0.2 -0.6
H -1.552488 1.826921 -4.740857 0.0 -0.5 -0.2
H -3.112511 0.885454 -4.652546 -0.1 0.2 -0.2
H -1.819387 4.152713 -3.787877 0.3 0.4 0.0
H -3.283658 4.984586 -4.158275 -0.7 0.7 0.1
H -1.980993 4.968126 -5.368107 -0.1 -0.1 -0.3
C 4.949591 -1.433713 -3.586871 0.9 -0.2 -0.5
C 3.644418 -1.992406 -4.068235 0.0 -1.3 0.7
C 2.550912 -0.995931 -4.416543 1.0 -1.2 0.4
O 3.522401 -3.220873 -4.163700 -0.3 1.9 -0.1
H 5.469586 -1.103517 -4.509731 -0.1 0.0 0.4
H 5.555805 -2.243749 -3.150659 -0.3 0.4 -0.1
H 4.912130 -0.561930 -2.927265 -0.3 -0.2 -0.1
H 2.677281 -0.057185 -3.902098 -0.1 0.3 0.0
H 1.617495 -1.471305 -4.239239 -1.0 -0.2 0.4
H 2.600590 -0.897075 -5.473032 0.1 0.6 -1.1
```
Forces are in eV/Å.

Computed properties:
M (Da): 757.9
SMILES: C[C@H]1COC(=O)O1.C[C@H]1COC(=O)O1.C[C@H]1COC(=O)O1.c1cc[nH]c1.c1cc[nH]c1.c1cc[nH]c1.c1cc[nH]c1.c1cc[nH]c1.CC(C)=O.CC(C)=O
Gap between HOMO and LUMO (eV): 8.789
Charge: 0

Results of the Mulliken charge analysis, in e, for atoms 1 through 99: C -1.4022; C 0.4770; C -0.5055; O -0.3327; C 0.5998; O -0.5047; O -0.4101; H 0.3640; H 0.3610; H 0.3735; H 0.2880; H 0.3140; H 0.2685; C -1.3737; C 0.7734; C 0.6828; O -0.2201; C 0.4457; O -0.5233; O -0.4222; H 0.3866; H 0.3873; H 0.2078; H 0.2086; H -0.0954; H -0.5025; C -1.1963; C 0.8642; C 0.6795; O -0.3011; C 0.5103; O -0.6169; O -0.4798; H 0.1881; H 0.3241; H 0.1225; H 0.1365; H -0.2902; H 0.1201; C -0.2865; C 0.2128; C -0.9885; N 0.0988; C -1.0808; H 0.4477; H 0.5510; H 0.4405; H 0.2200; H 0.4211; C -0.7296; C -0.1224; C -0.5736; N -0.0020; C -0.7060; H 0.4872; H 0.5899; H 0.4713; H 0.1994; H 0.4243; C -0.7845; C -0.8079; C -0.3154; N 0.4079; C -0.6031; H 0.5374; H 0.4880; H 0.4270; H 0.0909; H 0.5426; C -0.1660; C -0.5118; C -0.6201; N 0.0645; C -0.7027; H 0.4094; H 0.3877; H 0.4239; H 0.2341; H 0.4897; C 1.2853; C -1.1394; C -0.6502; N -0.0292; C -1.6882; H 0.2634; H 0.6387; H 0.4599; H 0.2955; H 0.5427; C -0.3175; C 0.4987; C -0.8123; O -0.5867; H -0.1554; H 0.2696; H 0.3842; H 0.1370; H 0.2874; H 0.3293

Quick rundown of HOMO, same order as above: -9.166 -8.344 eV